Record 1
This record from the Open Molecules 2025 dataset describes a structure of composition C52H44N5O2S4SrTe. The level of theory is wB97M-V/def2-TZVPD.

Properties
Electronic energy   -4323.3810 hartree
Net charge   -1
Energy above the lowest of the compared OMol25 structures with the same formula, charge and spin   375.52 kcal/mol

Last column: Löwdin charge in e.
Element x y z (Å)
Sr: -0.800 -0.607 0.880  1.106
S: 0.468 -1.651 2.489  0.376
C: -0.023 0.158 2.728  -1.119
N: -1.379 0.492 2.377  -0.543
C: -1.815 1.469 3.198  -0.373
C: -3.021 2.122 3.010  -0.019
C: -3.494 2.934 4.023  -0.095
C: -2.773 3.100 5.197  -0.106
C: -1.536 2.487 5.376  -0.103
C: -1.060 1.684 4.368  -0.489
S: 0.373 0.665 4.429  0.930
H: -3.548 1.877 2.103  0.088
H: -4.463 3.405 3.917  0.097
H: -3.184 3.691 6.006  0.092
H: -0.980 2.601 6.303  0.107
C: 2.710 5.781 -1.803  -0.044
C: 2.544 4.425 -2.499  -0.549
C: 3.058 4.493 -3.943  -0.037
C: 3.383 3.384 -1.762  -0.051
C: 1.068 4.057 -2.475  -0.163
C: 0.153 4.917 -3.112  -0.044
C: -1.212 4.695 -3.077  -0.092
C: -1.670 3.573 -2.406  -0.467
S: -3.292 3.006 -2.127  1.074
C: -2.664 1.662 -1.198  -0.522
N: -1.336 1.620 -1.119  0.113
C: -0.780 2.675 -1.772  -0.294
C: 0.595 2.941 -1.809  0.059
C: -3.422 0.681 -0.476  -0.272
C: -4.595 0.971 0.219  -0.069
C: -4.942 0.170 1.299  -0.109
C: -4.164 -0.924 1.588  -0.152
C: -3.105 -1.315 0.736  -0.410
C: -2.690 -0.560 -0.355  -0.208
H: 3.760 6.063 -1.768  0.080
H: 2.325 5.704 -0.791  0.093
H: 2.162 6.564 -2.319  0.070
H: 4.132 4.660 -3.945  0.083
H: 2.592 5.297 -4.502  0.073
H: 2.852 3.555 -4.448  0.064
H: 4.413 3.728 -1.718  0.089
H: 3.343 2.449 -2.309  0.068
H: 3.009 3.221 -0.758  0.077
H: 0.509 5.793 -3.630  0.101
H: -1.900 5.379 -3.545  0.099
H: 1.118 2.193 -1.221  0.091
H: -5.178 1.853 -0.007  0.103
H: -5.773 0.424 1.946  0.109
H: -4.429 -1.574 2.434  0.076
H: -2.785 -2.367 0.834  0.035
C: -2.821 -0.668 4.632  -0.254
Te: -1.810 -1.561 3.080  1.549
C: -1.108 -2.522 4.750  -0.365
C: -2.447 -2.986 4.856  -0.448
C: -2.829 -4.294 4.654  -0.125
C: -4.160 -4.587 4.405  -0.093
C: -5.104 -3.571 4.363  -0.087
C: -4.713 -2.253 4.558  -0.080
C: -3.390 -1.964 4.804  -0.413
H: -3.530 0.145 4.454  0.103
H: -2.092 -0.413 5.408  0.080
H: -0.817 -1.761 5.493  0.069
H: -0.329 -3.299 4.654  0.084
H: -2.063 -5.072 4.669  0.102
H: -4.458 -5.617 4.230  0.101
H: -6.148 -3.798 4.171  0.098
H: -5.427 -1.427 4.505  0.124
O: 2.076 1.407 0.572  0.044
C: 2.251 0.439 -0.129  -0.566
N: 3.472 0.171 -0.712  0.138
C: 3.364 -0.889 -1.687  -0.273
C: 1.973 -1.510 -1.233  -0.460
O: 1.605 -2.595 -1.620  0.054
N: 1.293 -0.552 -0.518  0.047
C: 3.126 -0.261 -3.068  -0.138
C: 4.218 0.025 -3.879  -0.035
C: 4.047 0.681 -5.087  -0.088
C: 2.780 1.071 -5.483  -0.116
C: 1.690 0.779 -4.676  -0.075
C: 1.839 0.116 -3.465  -0.009
C: 4.524 -1.855 -1.636  -0.155
C: 4.593 -2.903 -2.550  -0.029
C: 5.646 -3.802 -2.500  -0.085
C: 6.638 -3.674 -1.541  -0.108
C: 6.556 -2.650 -0.612  -0.092
C: 5.505 -1.749 -0.656  -0.024
H: 4.109 0.939 -0.875  0.138
H: 5.211 -0.260 -3.565  0.116
H: 4.899 0.900 -5.714  0.097
H: 2.643 1.595 -6.418  0.098
H: 0.697 1.069 -4.977  0.104
H: 0.963 -0.092 -2.824  0.119
H: 3.810 -3.003 -3.283  0.120
H: 5.698 -4.614 -3.212  0.097
H: 7.469 -4.366 -1.515  0.093
H: 7.320 -2.559 0.148  0.096
H: 5.436 -0.962 0.078  0.106
S: -1.326 -4.178 2.090  0.695
C: -1.666 -4.297 0.433  -0.720
N: -0.876 -3.636 -0.467  0.066
C: -1.378 -3.191 -1.662  -0.065
C: -2.476 -3.835 -2.159  -0.062
C: -3.123 -4.830 -1.386  -0.043
C: -2.769 -4.995 -0.064  -0.099
H: -0.061 -3.120 -0.144  0.095
H: -0.877 -2.237 -1.971  0.137
H: -2.883 -3.559 -3.115  0.101
H: -3.957 -5.387 -1.786  0.105
H: -3.362 -5.598 0.611  0.107

Record 2
This record from the Open Molecules 2025 dataset describes a structure of composition C52H45Cl4CsN3O3P2. The level of theory is wB97M-V/def2-TZVPD.

Properties
Electronic energy   -4942.2431 hartree
Net charge   -1
Energy above the lowest of the compared OMol25 structures with the same formula, charge and spin   0.00 kcal/mol

Last column: Löwdin charge in e.
Element x y z (Å)
Cs: -0.828 1.590 -2.933  1.021
C: -3.644 -3.838 5.095  -0.048
C: -3.360 -3.405 3.684  -0.428
C: -3.886 -4.434 2.661  -0.004
C: -1.866 -3.353 3.453  -0.108
C: -0.962 -4.265 4.010  -0.028
C: 0.340 -4.282 3.593  -0.087
C: 0.814 -3.394 2.638  -0.067
C: -0.049 -2.519 1.977  -0.224
P: 0.553 -1.259 0.757  1.163
C: 0.316 -2.000 -0.866  -0.376
C: -0.679 -2.883 -1.258  -0.083
C: -0.925 -3.057 -2.595  -0.091
C: -0.079 -2.510 -3.576  -0.082
C: 0.906 -1.614 -3.200  -0.106
C: 1.025 -1.318 -1.852  -0.137
C: 2.335 -1.469 1.002  -0.394
C: 3.086 -2.592 0.598  -0.118
C: 4.339 -2.791 1.128  -0.097
C: 4.917 -1.859 1.982  -0.098
C: 4.273 -0.698 2.226  -0.087
C: 2.961 -0.512 1.800  -0.075
C: -1.368 -2.507 2.484  -0.192
O: -2.199 -1.632 1.818  -0.036
C: -3.408 -1.287 2.385  -0.207
C: -3.904 -0.077 1.916  -0.286
C: -5.138 0.336 2.393  -0.099
C: -5.809 -0.396 3.352  -0.066
C: -5.228 -1.595 3.875  -0.006
C: -4.038 -2.078 3.331  -0.096
P: -2.804 0.783 0.735  1.133
C: -1.738 1.725 1.913  -0.368
C: -0.435 1.994 1.582  -0.113
C: 0.415 2.701 2.472  -0.040
C: -0.123 3.126 3.687  -0.088
C: -1.395 2.730 4.058  -0.101
C: -2.215 2.078 3.166  -0.090
C: -3.852 2.132 0.120  -0.370
C: -5.104 1.786 -0.466  -0.118
C: -5.854 2.755 -1.105  -0.093
C: -5.399 4.090 -1.142  -0.074
C: -4.179 4.415 -0.522  -0.074
C: -3.409 3.447 0.029  -0.098
H: -3.221 -4.837 5.258  0.074
H: -4.722 -3.989 5.286  0.088
H: -3.241 -3.177 5.838  0.095
H: -3.519 -5.396 2.884  0.067
H: -3.534 -4.156 1.674  0.092
H: -4.999 -4.530 2.611  0.106
H: -1.347 -5.017 4.714  0.111
H: 1.061 -5.035 3.895  0.103
H: 1.880 -3.442 2.379  0.097
H: -1.144 -3.399 -0.412  0.108
H: -1.701 -3.748 -2.871  0.094
H: -0.319 -2.702 -4.623  0.101
H: 1.566 -1.166 -3.928  0.073
H: 1.775 -0.557 -1.585  0.088
H: 2.614 -3.232 -0.129  0.110
H: 4.900 -3.732 0.973  0.110
H: 5.876 -2.037 2.407  0.095
H: 4.711 0.055 2.799  0.090
H: 2.410 0.394 2.084  0.101
H: -5.592 1.234 2.033  0.098
H: -6.779 -0.064 3.695  0.095
H: -5.784 -2.098 4.677  0.107
H: 0.047 1.771 0.649  0.063
H: 1.461 2.940 2.151  0.118
H: 0.505 3.666 4.410  0.105
H: -1.811 3.067 5.005  0.099
H: -3.240 1.905 3.437  0.096
H: -5.396 0.753 -0.421  0.093
H: -6.787 2.520 -1.529  0.078
H: -6.034 4.809 -1.555  0.072
H: -3.806 5.481 -0.546  0.124
H: -2.457 3.689 0.480  0.103
Cl: 4.503 5.701 0.888  0.584
C: 3.025 5.133 0.188  -0.747
C: 1.976 5.995 0.081  -0.769
Cl: 2.031 7.511 0.907  0.605
C: 0.744 5.554 -0.385  -0.635
Cl: -0.539 6.684 -0.690  0.617
C: 0.609 4.220 -0.880  -0.461
O: -0.411 3.715 -1.422  -0.368
C: 1.726 3.285 -0.762  -0.441
O: 1.495 2.135 -1.314  -0.288
C: 2.882 3.743 -0.159  -0.592
Cl: 4.267 2.713 0.201  0.621
C: 4.938 -1.145 -3.057  -0.147
C: 4.382 -0.072 -2.115  -0.205
N: 3.399 0.760 -2.731  0.078
C: 3.002 0.666 -4.027  -0.440
N: 1.877 1.162 -4.426  -0.024
C: 1.617 1.260 -5.850  -0.255
C: 2.116 0.030 -6.606  -0.166
C: 3.611 -0.067 -6.312  -0.151
N: 3.908 0.056 -4.860  -0.050
C: 5.196 -0.470 -4.413  -0.156
H: 4.280 -1.957 -3.353  0.109
H: 5.872 -1.541 -2.661  0.108
H: 5.283 0.503 -1.815  0.110
H: 3.981 -0.563 -1.222  0.097
H: 2.681 1.277 -2.153  0.082
H: 2.150 2.151 -6.233  0.116
H: 0.532 1.440 -5.937  0.084
H: 2.008 0.054 -7.696  0.108
H: 1.586 -0.848 -6.206  0.105
H: 4.140 0.724 -6.810  0.113
H: 3.962 -1.006 -6.689  0.100
H: 5.896 0.366 -4.432  0.122
H: 5.499 -1.207 -5.193  0.119

Record 3
This record from the Open Molecules 2025 dataset describes a structure of composition C52H46ClKN7O. The level of theory is wB97M-V/def2-TZVPD.

Properties
Electronic energy   -3528.0045 hartree
Net charge   -1
Energy above the lowest of the compared OMol25 structures with the same formula, charge and spin   7.91 kcal/mol

Last column: Löwdin charge in e.
Element x y z (Å)
K: 0.978 1.390 -0.054  0.702
C: 0.381 4.536 3.316  -0.060
C: 0.924 3.823 2.227  -0.133
N: 0.267 3.621 1.113  0.046
C: -1.004 4.092 0.983  -0.176
C: -1.638 4.812 2.026  -0.181
C: -0.887 5.026 3.205  -0.036
C: -2.975 5.257 1.883  -0.091
C: -3.643 4.960 0.723  -0.116
C: -3.039 4.253 -0.328  -0.051
C: -1.716 3.792 -0.258  -0.259
N: -1.079 3.017 -1.158  0.053
C: -1.362 2.974 -2.472  -0.247
C: -1.978 3.985 -3.224  -0.059
C: -2.130 3.898 -4.616  -0.117
C: -1.696 2.813 -5.330  -0.092
C: -1.049 1.762 -4.635  -0.176
C: -0.548 0.621 -5.299  -0.039
C: 0.091 -0.358 -4.597  -0.069
C: 0.245 -0.192 -3.206  -0.146
N: -0.205 0.849 -2.551  0.087
C: -0.863 1.828 -3.231  -0.144
H: 0.962 4.675 4.218  0.095
H: 1.923 3.396 2.281  0.107
H: -1.346 5.573 4.023  0.106
H: -3.447 5.809 2.687  0.091
H: -4.676 5.276 0.610  0.092
H: -3.623 4.012 -1.207  0.094
H: -2.315 4.876 -2.711  0.091
H: -2.608 4.720 -5.139  0.092
H: -1.830 2.749 -6.403  0.091
H: -0.678 0.540 -6.373  0.106
H: 0.486 -1.238 -5.087  0.093
H: 0.759 -0.949 -2.620  0.085
Cl: 5.657 -3.958 2.646  0.577
C: 4.627 -2.559 2.362  -0.692
C: 3.435 -2.411 3.091  -0.138
C: 2.640 -1.315 2.892  -0.021
C: 2.948 -0.282 1.931  -0.426
O: 2.208 0.725 1.800  -0.201
C: 4.164 -0.502 1.172  -0.147
C: 4.568 0.342 0.056  -0.105
N: 3.768 1.050 -0.640  0.087
C: 4.134 1.640 -1.854  -0.199
C: 5.091 1.132 -2.701  -0.032
C: 5.269 1.640 -4.006  -0.096
C: 4.461 2.630 -4.485  -0.058
C: 3.458 3.181 -3.650  -0.161
C: 2.553 4.175 -4.096  -0.020
C: 1.630 4.685 -3.236  -0.042
C: 1.621 4.221 -1.898  -0.129
N: 2.417 3.281 -1.456  0.092
C: 3.319 2.732 -2.319  -0.158
C: 4.983 -1.612 1.438  -0.104
H: 3.165 -3.165 3.821  0.092
H: 1.726 -1.184 3.460  0.110
H: 5.638 0.294 -0.203  0.119
H: 5.678 0.278 -2.385  0.098
H: 6.029 1.205 -4.644  0.095
H: 4.558 2.988 -5.504  0.103
H: 2.602 4.507 -5.127  0.111
H: 0.906 5.424 -3.552  0.103
H: 0.926 4.638 -1.179  0.096
H: 5.905 -1.735 0.876  0.103
C: -6.041 -0.697 3.011  -0.072
C: -4.986 -1.743 2.650  -0.560
C: -4.667 -2.571 3.904  -0.047
C: -5.568 -2.663 1.567  -0.049
C: -3.696 -1.102 2.140  -0.164
C: -3.493 0.269 2.091  0.008
C: -2.281 0.758 1.611  -0.076
N: -1.290 -0.020 1.195  0.124
C: -1.470 -1.342 1.245  -0.186
C: -2.648 -1.910 1.705  0.027
C: -0.308 -2.169 0.774  -0.189
C: -0.201 -3.530 1.053  0.043
C: 0.912 -4.244 0.633  -0.157
C: 1.886 -3.537 -0.069  -0.003
C: 1.697 -2.188 -0.308  -0.117
N: 0.627 -1.510 0.103  0.114
C: 1.104 -5.731 0.924  -0.555
C: 2.352 -5.907 1.800  -0.046
C: 1.295 -6.485 -0.399  -0.049
C: -0.095 -6.337 1.655  -0.071
H: -6.949 -1.202 3.348  0.082
H: -6.298 -0.075 2.151  0.089
H: -5.701 -0.045 3.818  0.085
H: -5.580 -3.029 4.298  0.082
H: -4.235 -1.938 4.683  0.091
H: -3.954 -3.367 3.684  0.078
H: -6.501 -3.112 1.919  0.082
H: -4.881 -3.472 1.312  0.075
H: -5.778 -2.100 0.655  0.093
H: -4.253 0.972 2.401  0.103
H: -2.114 1.829 1.552  0.103
H: -2.759 -2.987 1.709  0.101
H: -0.981 -4.020 1.618  0.091
H: 2.795 -4.017 -0.411  0.115
H: 2.451 -1.615 -0.842  0.112
H: 3.246 -5.507 1.321  0.065
H: 2.519 -6.969 2.004  0.086
H: 2.232 -5.387 2.753  0.084
H: 2.180 -6.136 -0.935  0.077
H: 0.430 -6.349 -1.052  0.090
H: 1.417 -7.554 -0.205  0.082
H: -0.254 -5.862 2.626  0.086
H: 0.087 -7.400 1.830  0.083
H: -1.013 -6.244 1.068  0.086

Record 4
This record from the Open Molecules 2025 dataset describes a structure of composition C52H47N2O3P2S2Si2V. The level of theory is wB97M-V/def2-TZVPD.

Properties
Electronic energy   -5347.0753 hartree
Multiplicity   3
Net charge   0
Energy above the lowest of the compared OMol25 structures with the same formula, charge and spin   55.71 kcal/mol

Last column: Löwdin charge in e.
Element x y z (Å)
V: -18.631 -1.145 12.818  0.336
C: -22.155 -2.237 12.561  -0.170
Si: -20.395 -2.889 12.946  0.628
C: -20.033 -4.397 11.857  -0.291
C: -20.903 -5.469 11.807  -0.087
C: -20.591 -6.604 11.074  -0.071
C: -19.400 -6.695 10.377  -0.075
C: -18.518 -5.637 10.405  -0.091
C: -18.837 -4.496 11.150  -0.377
P: -17.715 -3.056 11.344  1.067
C: -17.567 -2.529 9.556  -0.333
C: -18.747 -2.560 8.792  -0.117
C: -18.668 -2.215 7.470  -0.078
C: -17.460 -1.880 6.852  -0.075
C: -16.298 -1.880 7.597  -0.089
C: -16.348 -2.215 8.939  -0.079
C: -16.049 -3.761 11.687  -0.331
C: -15.842 -5.088 12.003  -0.117
C: -14.554 -5.566 12.210  -0.083
C: -13.474 -4.711 12.045  -0.074
C: -13.663 -3.361 11.717  -0.041
C: -14.975 -2.893 11.555  -0.125
C: -20.475 -3.661 14.668  -0.292
C: -21.531 -4.429 15.154  -0.089
C: -21.513 -5.082 16.374  -0.063
C: -20.356 -4.993 17.162  -0.064
C: -19.341 -4.169 16.724  -0.080
C: -19.388 -3.523 15.471  -0.395
P: -18.137 -2.289 15.030  1.075
C: -16.626 -3.179 15.622  -0.344
C: -16.252 -4.382 15.106  -0.102
C: -15.184 -5.086 15.657  -0.070
C: -14.529 -4.622 16.788  -0.077
C: -14.987 -3.447 17.368  -0.092
C: -15.976 -2.746 16.763  -0.116
C: -18.494 -0.968 16.235  -0.345
C: -19.806 -0.915 16.930  -0.051
C: -20.229 0.185 17.534  -0.053
C: -19.434 1.479 17.507  -0.252
C: -18.312 1.480 16.469  -0.317
C: -17.733 0.124 16.194  -0.059
H: -22.844 -3.010 12.846  0.008
H: -22.299 -2.078 11.497  0.029
H: -22.348 -1.319 13.044  -0.002
H: -21.861 -5.420 12.305  0.098
H: -21.340 -7.399 11.052  0.110
H: -19.168 -7.622 9.879  0.105
H: -17.595 -5.685 9.846  0.116
H: -19.710 -2.810 9.226  0.112
H: -19.603 -2.155 6.930  0.105
H: -17.429 -1.593 5.832  0.094
H: -15.350 -1.629 7.157  0.105
H: -15.460 -2.119 9.498  0.069
H: -16.707 -5.736 12.106  0.100
H: -14.414 -6.601 12.459  0.103
H: -12.471 -5.090 12.191  0.102
H: -12.829 -2.693 11.559  0.105
H: -15.184 -1.861 11.385  0.064
H: -22.443 -4.496 14.568  0.094
H: -22.359 -5.704 16.657  0.106
H: -20.326 -5.476 18.126  0.104
H: -18.515 -4.023 17.394  0.108
H: -16.828 -4.842 14.318  0.096
H: -14.829 -6.013 15.175  0.110
H: -13.696 -5.189 17.218  0.109
H: -14.541 -3.115 18.313  0.115
H: -16.265 -1.790 17.249  0.108
H: -20.452 -1.795 16.959  0.109
H: -21.177 0.219 18.023  0.103
H: -19.171 1.761 18.510  0.131
H: -17.534 2.179 16.759  0.142
H: -16.794 0.134 15.600  0.116
C: -17.733 4.113 10.030  -0.166
Si: -16.447 2.816 9.632  0.499
C: -14.828 3.559 9.141  -0.192
C: -16.975 1.890 8.088  -0.192
C: -16.208 1.544 11.032  -0.229
C: -15.082 1.707 11.824  -0.083
C: -14.737 0.820 12.814  -0.061
C: -15.621 -0.207 13.046  -0.179
N: -16.713 -0.380 12.329  -0.110
C: -17.067 0.484 11.338  -0.756
S: -18.621 0.306 10.718  0.725
H: -17.900 4.662 9.095  0.037
H: -17.379 4.773 10.830  0.035
H: -18.655 3.641 10.343  0.018
H: -14.823 3.951 8.136  0.026
H: -14.067 2.774 9.157  0.037
H: -14.511 4.392 9.811  0.046
H: -16.801 2.583 7.234  0.041
H: -18.025 1.609 8.168  0.003
H: -16.461 0.919 7.923  0.026
H: -14.429 2.562 11.612  0.104
H: -13.799 0.929 13.371  0.115
H: -15.409 -0.899 13.887  0.123
O: -19.783 4.023 17.246  -0.282
S: -20.586 2.856 17.171  0.744
O: -21.651 2.604 18.134  -0.329
N: -18.872 1.865 15.200  0.124
C: -19.771 1.204 14.529  -0.393
O: -19.678 0.119 13.809  -0.211
C: -21.105 1.899 14.513  -0.103
C: -21.886 1.798 13.361  -0.007
C: -23.002 2.615 13.245  -0.058
C: -23.346 3.411 14.329  -0.067
C: -22.574 3.541 15.487  -0.044
C: -21.467 2.720 15.577  -0.179
H: -21.585 1.197 12.530  0.104
H: -23.600 2.649 12.334  0.110
H: -24.182 4.080 14.237  0.100
H: -22.861 4.165 16.302  0.112

Among the records above, which one has the lowest energy above the lowest of the compared OMol25 structures with the same formula, charge and spin?
C52H45Cl4CsN3O3P2